(1)
C5H5O6Tb | ωB97M-V/def2-TZVPD

Values from the calculation:
Total charge: +3
2S+1: 8
Energy above the lowest of the compared OMol25 structures with the same formula, charge and spin: 0.0 kcal per mole
Total energy: -39949.3871 eV
HOMO level (alpha / beta): -21.00 / -21.00 eV
<S²>: 16.7677

Structure (XYZ):
```
17
C5H5O6Tb ωB97M-V/def2-TZVPD
C 1.76 3.17 2.37
C 0.59 2.81 1.17
O 1.17 2.62 0.03
O 1.55 4.06 3.10
H 2.68 2.58 2.24
H -0.10 3.66 1.23
C -0.48 -1.56 -1.31
C -1.57 -2.35 -1.98
O -1.90 -3.30 -0.97
C -1.09 -3.21 0.07
O -0.21 -2.13 -0.15
O -1.01 -3.92 1.00
O 0.31 -0.80 -1.85
H -1.22 -2.86 -2.89
H -2.43 -1.72 -2.21
Tb 1.78 1.09 -1.55
H 0.16 1.87 1.69
```

---

(2)
C5H5OZn | ωB97M-V/def2-TZVPD

Values from the calculation:
Total charge: +1
Total energy: -55716.1050 eV
HOMO level (alpha / beta): -13.44 / -12.82 eV

Structure (XYZ):
```
12
C5H5OZn ωB97M-V/def2-TZVPD
C -1.53 3.45 -0.73
C -1.56 2.71 -1.97
H -2.22 4.21 -0.34
H -0.57 3.83 -0.38
H -0.61 2.57 -2.51
H -2.27 2.71 -2.80
C -2.48 1.93 -0.67
C -1.89 0.79 -0.04
H -3.52 2.15 -0.41
C -0.85 0.20 0.27
O 0.42 0.12 0.29
Zn 1.77 0.94 -0.18
```

---

(3)
C5H5S2 | ωB97M-V/def2-TZVPD

Values from the calculation:
Total charge: -1
2S+1: 3
Total energy: -26934.3631 eV
HOMO level (alpha / beta): 0.20 / -3.67 eV
<S²>: 2.0141

Structure (XYZ):
```
12
C5H5S2 ωB97M-V/def2-TZVPD
C -0.46 1.18 0.09
C 0.54 2.09 0.11
C -0.14 -0.21 0.08
C 1.27 -0.31 0.13
C -0.98 -1.45 -0.09
S 2.16 -1.68 0.25
S 2.12 1.31 0.03
H -1.48 1.40 0.06
H 0.60 3.21 -0.08
H -1.79 -1.49 0.58
H -1.50 -1.72 -1.15
H -0.33 -2.34 -0.02
```

---

(4)
C5H6 | ωB97M-V/def2-TZVPD

Values from the calculation:
Energy above the lowest of the compared OMol25 structures with the same formula, charge and spin: 147.1 kcal per mole
Total energy: -5274.8212 eV
HOMO level (alpha / beta): -9.04 / -8.81 eV

Structure (XYZ):
```
11
C5H6 ωB97M-V/def2-TZVPD
C 2.85 -0.73 -0.82
C 2.03 -0.08 -0.18
C -2.33 -0.39 -0.37
C -0.23 0.55 0.57
C 1.14 0.78 0.59
H 3.50 -1.64 -1.01
H -2.89 0.21 0.42
H -2.33 -1.36 -0.32
H -2.38 0.09 -1.31
H -0.94 0.97 1.28
H 1.59 1.61 1.14
```

---

(5)
C5H62BNO32 | ωB97M-V/def2-TZVPD

Values from the calculation:
Total energy: -73881.7549 eV
HOMO level: -10.58 eV

Structure (XYZ):
```
101
C5H62BNO32 ωB97M-V/def2-TZVPD
C -0.83 2.43 -0.62
C -1.58 1.25 -1.14
C -1.68 0.78 -2.39
B -1.02 1.41 -3.67
N -1.50 2.69 -4.16
O 0.01 0.77 -4.29
C -2.57 -0.40 -2.34
O -2.87 -1.13 -3.23
O -3.06 -0.53 -1.06
C -2.41 0.39 -0.27
O -2.57 0.43 0.91
H -1.45 3.32 -0.67
H -0.51 2.27 0.40
H 0.08 2.56 -1.21
H -2.44 2.86 -3.80
H -0.96 3.45 -3.75
H 0.58 1.39 -4.76
O 0.86 -2.22 -5.23
H 0.28 -1.51 -4.94
H 1.54 -1.78 -5.75
O -1.17 -4.64 -5.76
H -0.89 -3.74 -5.55
H -0.64 -4.88 -6.52
O 0.33 4.36 1.48
H 0.34 4.17 2.43
H 1.17 4.81 1.33
O -3.01 -2.83 1.83
H -2.73 -1.91 1.78
H -3.95 -2.80 1.62
O -2.41 -2.00 4.65
H -3.31 -2.00 5.02
H -2.53 -2.36 3.76
O 3.97 -2.61 -4.68
H 3.09 -2.80 -4.34
H 4.16 -3.34 -5.28
O 6.50 -4.47 -4.73
H 5.93 -3.75 -4.42
H 7.20 -4.03 -5.24
O -0.74 5.12 -2.17
H -0.34 5.18 -1.30
H -0.33 5.83 -2.67
O -2.16 -5.00 5.32
H -1.22 -5.15 5.23
H -2.26 -4.04 5.39
O 9.51 -3.77 -5.16
H 9.57 -4.73 -5.16
H 10.12 -3.50 -4.46
O -0.91 0.73 5.45
H -1.06 1.08 4.56
H -1.48 -0.05 5.49
O -1.46 5.76 3.47
H -2.32 5.76 3.90
H -1.61 5.37 2.61
O 0.16 8.07 -2.76
H -0.44 8.73 -2.40
H 0.83 8.58 -3.24
O -1.66 3.47 6.03
H -1.57 2.52 5.90
H -1.07 3.66 6.77
O -2.44 3.71 8.90
H -2.63 4.08 8.03
H -2.98 2.92 8.94
O 10.65 -6.58 -6.07
H 11.42 -6.29 -6.58
H 10.21 -7.20 -6.66
O 3.44 5.47 1.49
H 3.83 5.54 2.37
H 3.87 6.17 0.99
O -5.13 -1.14 3.59
H -5.74 -0.49 3.96
H -4.47 -0.58 3.16
O 3.09 9.00 -3.15
H 3.44 8.42 -2.46
H 3.87 9.40 -3.56
O -5.66 -2.56 6.07
H -5.91 -2.16 5.22
H -6.16 -3.38 6.11
O -8.26 -3.17 7.53
H -8.20 -3.42 8.46
H -7.45 -2.67 7.37
O -4.32 -7.18 4.96
H -3.59 -6.55 4.84
H -4.97 -6.92 4.30
O 2.48 -3.54 -7.50
H 1.62 -3.47 -7.07
H 2.31 -4.02 -8.31
O 12.35 -4.95 -4.04
H 13.14 -4.62 -4.48
H 11.96 -5.58 -4.66
O -5.03 1.78 3.89
H -4.23 2.31 3.85
H -5.74 2.40 3.69
O -4.95 2.32 -1.33
H -4.80 1.71 -2.05
H -4.55 1.91 -0.56
O 5.81 -0.54 -6.02
H 6.15 -1.07 -6.75
H 5.19 -1.12 -5.56
O -1.84 -1.60 7.60
H -2.72 -1.63 8.00
H -1.95 -1.98 6.72
```